The following is a DFT calculation (ωB97M-V with the def2-TZVPD basis set) of a structure of composition C23H21Cl2IrN6O7S.

Geometry as ORCA input:
```
! RIJCOSX wB97M-V def2-TZVPD def2/J DEFGRID3
* xyz 0 5
C -0.85 2.69 -3.41
H 0.74 1.49 -2.60
O 3.50 -0.23 2.27
H 0.28 1.56 3.97
H 3.17 -4.21 -1.06
H 1.63 -3.42 -4.99
H 1.79 5.16 6.54
C 2.52 -3.91 -3.10
C 1.24 3.25 4.88
N 1.87 0.94 0.70
O -1.09 1.58 1.52
H 5.10 0.00 -3.17
C 3.44 2.60 3.32
N -3.94 4.62 -3.92
H -0.28 3.07 -4.25
O 1.02 -0.30 2.55
H -4.34 5.27 -4.58
C -2.16 3.09 -3.23
C 4.43 0.22 -2.35
O -3.42 1.08 1.72
N 4.06 1.21 -0.20
C -2.22 1.71 -1.28
H 4.30 2.33 2.71
H -4.37 4.52 -3.02
C 2.44 -3.77 -1.72
C -2.86 2.58 -2.15
C 1.18 2.16 4.03
N -0.95 1.35 -1.45
C 0.54 -2.56 -3.36
H 2.68 -0.74 -3.19
H 4.40 4.28 4.21
C 3.11 -0.18 -2.36
Cl 1.32 -2.75 0.52
O -1.79 -0.65 1.46
N 2.45 5.13 5.79
C 1.57 -3.31 -3.92
C 3.50 3.69 4.16
H -1.26 -1.07 -2.10
H 3.32 -4.50 -3.53
C 4.86 0.92 -1.23
N 2.31 0.08 -1.33
C -2.75 4.06 -4.23
H -0.20 -2.10 -4.00
H 3.37 5.46 6.05
C 2.40 4.02 4.96
H -1.21 -2.08 -0.61
O -1.95 0.58 3.51
H 0.38 3.51 5.48
C 2.82 0.75 -0.30
C 0.43 -2.40 -1.98
C 2.28 1.83 3.26
C -0.62 -1.56 -1.37
C 1.40 -3.02 -1.20
Ir 0.13 -0.14 0.09
S 2.23 0.44 2.22
H -2.75 1.30 -0.43
Cl -2.10 0.66 2.09
H -3.90 2.82 -1.95
H 5.88 1.28 -1.16
O -2.19 4.26 -5.29
C -0.28 1.83 -2.50
*
```

Calculated values
* LUMO (alpha / beta): -0.47 / -1.59 eV
* E_HOMO (alpha / beta): -7.6 / -8.2 eV
* gap between HOMO and LUMO (alpha / beta): 7.17 / 6.64 eV
* E: -3166.834136 hartree